(1)
Entry from the OMol25 dataset: a molecular structure, C21H17IMnN6 at a distorted geometry (ωB97M-V/def2-TZVPD).

## Properties
⟨S²⟩ ... 4.036
HOMO energy (alpha / beta) ... -21.0210 / -21.0386 eV
Charge ... +4
Multiplicity ... 4

Each line ends with the Löwdin charge.
Element x y z (Å)
Mn -0.071 0.087 0.179  0.9509
N -0.123 -2.942 -1.079  0.2383
C 1.136 -2.376 -1.184  -0.2049
C 2.208 -3.170 -1.668  0.1142
C 3.476 -2.588 -1.875  0.0860
C 3.636 -1.244 -1.490  0.0635
C 2.587 -0.596 -0.874  -0.0303
N 1.341 -1.103 -0.728  0.0334
C -1.357 -2.349 -0.920  -0.2022
C -2.508 -3.174 -1.120  0.1173
C -3.781 -2.614 -1.174  0.0855
C -3.873 -1.212 -1.056  0.0702
C -2.736 -0.492 -0.785  -0.0568
N -1.497 -1.023 -0.673  0.0274
H -0.173 -3.930 -1.337  0.1930
H 2.068 -4.240 -1.847  0.1589
H 4.326 -3.210 -2.240  0.1753
H 4.544 -0.684 -1.686  0.1564
H 2.717 0.397 -0.468  0.1352
H -2.335 -4.240 -1.271  0.1571
H -4.677 -3.239 -1.247  0.1662
H -4.843 -0.697 -1.139  0.1672
H -2.814 0.569 -0.682  0.0958
I -2.007 2.128 2.176  1.1988
C -0.689 0.740 3.051  -0.7101
C -0.599 0.802 4.464  -0.0526
C 0.207 -0.135 5.111  0.0492
C 0.865 -1.065 4.321  0.0069
C 0.744 -1.032 2.949  -0.1021
N -0.068 -0.174 2.284  -0.1086
H -1.174 1.553 4.993  0.1211
H 0.308 -0.143 6.181  0.1496
H 1.465 -1.872 4.757  0.1508
H 1.251 -1.798 2.329  0.1292
N 0.812 6.984 -2.129  0.2939
C 0.535 5.876 -2.036  -0.1211
C 0.256 4.525 -1.709  -0.1201
C -0.585 3.603 -2.385  0.0870
C -0.636 2.298 -1.887  -0.0675
N 0.007 1.936 -0.753  -0.0745
C 0.691 2.873 -0.031  -0.1431
C 0.915 4.126 -0.520  0.0482
H -1.149 3.928 -3.247  0.1513
H -1.165 1.508 -2.412  0.1261
H 1.140 2.580 0.910  0.1209
H 1.625 4.830 -0.051  0.1691

(2)
Entry from the OMol25 dataset: a single C4H5NO7P2S molecule at a distorted geometry (ωB97M-V/def2-TZVPD).

## Properties
SMILES ... N=P(O)(O)C1=C(P(O)(O)=S)C(=O)OC1=O
HOMO energy ... -9.5073 eV
Multiplicity ... 1

Each line ends with the Löwdin charge.
Element x y z (Å)
N 2.963 0.383 0.742  -0.1303
P 1.720 -0.308 0.129  0.4720
O 1.948 -0.659 -1.380  -0.1322
O 1.285 -1.655 0.873  -0.1332
C 0.290 0.793 0.111  -0.1079
C -0.958 0.526 -0.173  -0.1651
P -1.715 -1.056 -0.597  0.1258
O -1.427 -2.035 0.589  -0.1657
O -3.279 -0.832 -0.517  -0.1564
S -1.170 -1.672 -2.323  0.3677
C -1.726 1.802 -0.090  -0.4216
O -2.856 2.015 -0.390  0.1844
O -0.890 2.747 0.397  0.1734
C 0.393 2.266 0.437  -0.3981
O 1.347 2.926 0.682  0.1992
H 3.333 -0.093 1.549  -0.0130
H 2.869 -0.485 -1.589  0.0901
H 2.074 -2.021 1.270  0.0859
H -0.717 -2.633 0.336  0.0596
H -3.483 -0.008 -0.057  0.0653

(3)
Entry from the OMol25 dataset: 2 unconnected molecules or ions with the total composition CH3N2OP at a distorted geometry (ωB97M-V/def2-TZVPD).

## Properties
SMILES ... N#CP=O.N
ΔE to the lowest compared entry with this formula, charge and spin ... 33.9 kcal per mole
HOMO energy ... -10.6418 eV
Multiplicity ... 1

Each line ends with the Löwdin charge.
Element x y z (Å)
C -0.118 -0.121 2.234  -0.4359
N -0.748 -0.896 2.787  0.0772
N 0.076 -0.223 -1.786  0.0067
O -0.048 2.000 0.753  -0.4587
P 0.922 1.043 1.238  0.8248
H -0.205 -0.400 -0.821  -0.0334
H 0.738 -0.927 -1.859  -0.0364
H -0.617 -0.477 -2.547  0.0556

(4)
Entry from the OMol25 dataset: a molecular structure, C7H13N4OS at a distorted geometry (ωB97M-V/def2-TZVPD).

## Properties
ΔE to the lowest compared entry with this formula, charge and spin ... 49.8 kcal per mole
HOMO energy (alpha / beta) ... -13.1785 / -12.8786 eV
Charge ... +1
Multiplicity ... 1

Each line ends with the Löwdin charge.
Element x y z (Å)
C 0.189 0.316 1.386  -0.2675
C 3.197 1.241 -0.237  0.0445
C 3.067 0.007 0.222  -0.2547
C -1.149 2.012 0.428  -0.1274
C -1.437 -0.140 -0.666  -0.1760
C -3.041 -1.871 -0.074  -0.0366
C 2.584 -1.114 -0.623  -0.3994
N -0.403 1.419 1.487  0.1008
N 0.067 -0.594 0.386  -0.3617
N -1.066 1.193 -0.770  -0.1687
N -2.536 -0.515 -0.006  0.0024
O -0.375 1.562 -1.727  0.1139
S 0.988 -1.835 -0.042  1.0573
H 0.823 0.024 2.214  0.1407
H 3.593 2.034 0.371  0.0722
H 2.940 1.499 -1.250  0.0724
H 3.334 -0.245 1.240  0.1080
H -2.189 2.151 0.748  0.1455
H -0.723 2.995 0.198  0.1531
H -1.216 -0.712 -1.567  0.1633
H -4.128 -1.839 -0.010  0.1003
H -2.760 -2.317 -1.025  0.0974
H -2.655 -2.489 0.738  0.0965
H 3.260 -1.969 -0.586  0.0861
H 2.442 -0.808 -1.661  0.0893
H -2.810 -0.006 0.823  0.1487

(5)
Entry from the OMol25 dataset: a molecular structure, C32H64ClN7O3P at a distorted geometry (ωB97M-V/def2-TZVPD).

## Properties
HOMO energy ... -2.8441 eV
Charge ... -1
Multiplicity ... 1

Each line ends with the Löwdin charge.
Element x y z (Å)
C 3.624 5.008 -4.562  -0.1497
O 2.473 4.239 -5.013  -0.3306
C 2.688 3.662 -6.339  -0.3335
P 2.304 1.771 -6.303  0.4924
O 3.167 1.648 -4.745  -0.4451
C 1.498 1.791 -8.035  -0.3710
C 2.104 0.723 -9.093  -0.3189
C 3.575 1.140 -9.693  -0.5449
Cl 4.857 -0.095 -9.101  0.3859
C 1.806 -0.087 -6.009  -0.2665
C 1.302 -0.323 -4.485  -0.3595
O 2.320 -1.061 -3.702  -0.1313
C -0.015 -1.324 -4.535  -0.2200
N -0.893 -0.889 -3.366  -0.0766
H 3.405 6.131 -4.748  0.0767
H 3.670 4.877 -3.396  0.0702
H 4.644 4.642 -4.959  0.0895
H 2.032 4.274 -7.069  0.0758
H 3.789 3.764 -6.716  0.0853
H 1.042 2.108 -5.635  0.0348
H 3.553 1.406 -6.933  -0.0055
H 4.120 1.900 -4.916  0.0646
H 1.478 2.821 -8.561  0.0646
H 0.371 1.492 -7.879  0.0762
H 1.385 0.742 -10.024  0.0941
H 2.120 -0.373 -8.733  0.0797
H 3.844 2.195 -9.312  0.0723
H 3.508 1.139 -10.847  0.0670
H 0.896 -0.266 -6.704  0.0551
H 2.676 -0.794 -6.340  0.0907
H 0.930 0.636 -3.946  0.1160
H 2.996 -1.455 -4.311  0.0844
H -0.649 -1.179 -5.490  0.1032
H 0.272 -2.424 -4.342  0.1091
H -0.214 -0.690 -2.591  0.0484
H -1.284 0.044 -3.611  0.0545
C 1.586 0.987 0.085  -0.1185
C 2.469 2.223 0.199  -0.2676
C 2.109 3.312 -0.811  -0.2114
C 2.364 2.898 -2.197  -0.1209
N 2.561 2.569 -3.297  0.1180
H 1.709 0.495 -0.884  0.0671
H 1.851 0.263 0.862  0.0593
H 0.531 1.246 0.209  0.0398
H 3.518 1.929 0.081  0.1083
H 2.364 2.634 1.210  0.1013
H 2.703 4.206 -0.593  0.0627
H 1.057 3.597 -0.694  0.1149
C -1.077 -2.618 3.156  -0.1277
C -2.154 -2.457 2.092  -0.2682
C -1.742 -1.517 0.958  -0.1867
C -1.575 -0.132 1.412  -0.2319
N -1.438 0.957 1.768  0.1492
H -0.871 -1.672 3.666  0.0599
H -1.402 -3.338 3.912  0.0121
H -0.144 -2.985 2.718  0.0737
H -3.077 -2.100 2.563  0.1084
H -2.373 -3.442 1.666  0.1063
H -2.513 -1.543 0.180  0.1198
H -0.816 -1.873 0.495  0.1227
C -0.479 6.833 -3.698  -0.1019
C -0.159 8.061 -2.854  -0.2730
C 1.342 8.292 -2.676  -0.1923
C 1.983 7.229 -1.896  -0.1980
N 2.489 6.391 -1.287  0.1806
H -0.130 5.914 -3.220  0.0772
H -1.560 6.745 -3.838  0.0712
H -0.015 6.905 -4.686  0.0800
H -0.645 7.964 -1.877  0.1099
H -0.593 8.941 -3.341  0.1038
H 1.493 9.248 -2.162  0.1139
H 1.825 8.381 -3.655  0.1176
C -5.810 -4.701 3.651  -0.1073
C -5.528 -5.941 4.489  -0.2577
C -4.459 -5.713 5.559  -0.2215
C -3.137 -5.448 4.981  -0.1863
N -2.098 -5.234 4.528  0.1584
H -4.931 -4.396 3.077  0.0634
H -6.617 -4.904 2.940  0.0732
H -6.119 -3.863 4.283  0.0763
H -5.233 -6.764 3.829  0.1132
H -6.457 -6.246 4.984  0.1091
H -4.396 -6.606 6.190  0.0959
H -4.754 -4.887 6.211  0.0794
C -5.662 -3.779 11.462  -0.1140
C -4.488 -3.370 10.581  -0.2659
C -4.803 -3.446 9.087  -0.1826
C -5.039 -4.821 8.632  -0.2108
N -5.228 -5.901 8.275  0.1653
H -5.934 -4.827 11.307  0.0727
H -5.400 -3.657 12.517  0.0729
H -6.540 -3.161 11.256  0.0760
H -3.623 -4.000 10.817  0.1148
H -4.210 -2.340 10.828  0.1112
H -3.958 -3.029 8.527  0.1253
H -5.672 -2.821 8.855  0.1244
C 3.627 -3.431 5.988  -0.1160
C 2.868 -3.297 4.674  -0.2669
C 2.466 -1.857 4.356  -0.1926
C 1.487 -1.325 5.310  -0.2397
N 0.719 -0.905 6.061  0.1442
H 3.008 -3.140 6.841  0.0715
H 3.936 -4.469 6.140  0.0707
H 4.526 -2.808 5.987  0.0747
H 1.981 -3.940 4.702  0.1117
H 3.506 -3.669 3.865  0.1108
H 2.032 -1.826 3.350  0.1067
H 3.354 -1.216 4.336  0.1224

(6)
Entry from the OMol25 dataset: 2 unconnected molecules or ions with the total composition C5H14NS (ωB97M-V/def2-TZVPD).

## Properties
ΔE to the lowest compared entry with this formula, charge and spin ... 16.9 kcal per mole
HOMO energy ... -12.6579 eV
Charge ... +1
Multiplicity ... 1

Each line ends with the Löwdin charge.
Element x y z (Å)
C 2.651 1.953 -1.796  -0.0619
C 1.535 2.057 -0.799  -0.1143
C 0.420 1.374 -0.900  -0.1169
N -0.651 1.506 0.096  0.1445
H 2.309 1.495 -2.717  0.0844
H 3.059 2.937 -2.002  0.0867
H 3.465 1.370 -1.374  0.0910
H 1.695 2.734 0.035  0.1229
H 0.171 0.691 -1.696  0.1295
H -0.368 2.046 0.914  0.1639
H -1.474 1.970 -0.301  0.1714
H -0.985 0.552 0.419  0.0335
C -0.050 -2.522 0.655  -0.3914
S -1.502 -1.567 0.215  0.7746
C -2.607 -2.048 1.570  -0.3696
H -0.219 -3.583 0.495  0.0469
H 0.260 -2.338 1.680  0.0468
H 0.763 -2.227 -0.006  0.0340
H -3.553 -1.526 1.455  0.0401
H -2.758 -3.119 1.544  0.0454
H -2.162 -1.754 2.511  0.0387

(7)
Entry from the OMol25 dataset: a molecular structure, C6H5ClNO2S at a distorted geometry (ωB97M-V/def2-TZVPD).

## Properties
ΔE to the lowest compared entry with this formula, charge and spin ... 102.7 kcal per mole
HOMO energy (alpha / beta) ... -3.9892 / -4.2642 eV
Charge ... -1
Multiplicity ... 1

Each line ends with the Löwdin charge.
Element x y z (Å)
C -1.655 0.982 -1.233  -0.1147
C -1.930 -0.222 -0.550  -0.0654
C -0.441 1.634 -1.270  -0.1165
C -0.875 -0.789 0.143  -0.1041
C 0.648 1.020 -0.676  -0.0509
C 0.337 -0.152 0.089  -0.3456
N 0.899 -0.747 2.497  -0.8251
O 2.828 -0.125 0.867  -0.4596
O 1.521 -2.838 -0.258  -0.5889
S 1.619 -0.909 1.048  0.7289
Cl 1.902 -1.019 3.758  0.4556
H -2.410 1.559 -1.675  0.0702
H -2.804 -0.720 -0.889  0.0903
H -0.098 2.493 -1.937  0.1221
H -1.208 -1.571 0.766  0.1001
H 1.666 1.403 -0.680  0.1035

(8)
Entry from the OMol25 dataset: a molecular structure, C3H2Br2Cl2 at a distorted geometry (ωB97M-V/def2-TZVPD).

## Properties
ΔE to the lowest compared entry with this formula, charge and spin ... 69.3 kcal per mole
HOMO energy ... -9.5890 eV
Multiplicity ... 1

Each line ends with the Löwdin charge.
Element x y z (Å)
C 0.513 1.087 -1.383  -0.1146
C -0.269 0.843 -0.312  -1.1686
C 0.634 -1.967 1.266  -0.9994
Cl -0.475 -2.583 0.212  0.5409
Cl -0.334 -1.968 2.732  0.3990
Br 0.472 1.077 1.417  0.6755
Br -2.243 1.086 -0.338  0.5690
H 0.133 1.300 -2.342  0.0476
H 1.568 1.126 -1.251  0.0506

| no. | molar mass (u) | energy (a.u.) |
| --- | --- | --- |
| 1 | 535.25 | -2585.99729 |
| 2 | 273.10 | -1817.89909 |
| 3 | 90.02 | -565.96822 |
| 4 | 201.28 | -966.55270 |
| 5 | 661.34 | -2667.91892 |
| 6 | 120.24 | -651.58553 |
| 7 | 190.63 | -1295.05804 |
| 8 | 268.76 | -6183.76511 |